# C53H46CrN3O4

A structure of composition C53H46CrN3O4 in a non-equilibrium geometry (ωB97M-V/def2-TZVPD, the Open Molecules 2025 dataset).

Output
<S²> = 2.036
LUMO energy (alpha / beta) = 2.202 / 1.406 eV
orbital gap (alpha / beta) = 4.9 / 4.3 eV

ORCA input file:
```
! RIJCOSX wB97M-V def2-TZVPD def2/J DEFGRID3
* xyz -1 3
H 3.94938 -0.80564 -5.07633
H -2.10241 -0.44737 -1.10610
H -5.13990 5.41108 -0.31025
H -4.13076 -2.78521 2.78732
H -0.24301 -0.32204 -5.84869
C -2.95164 1.32758 0.86004
C 0.76870 2.72186 -1.99593
H 4.18789 -2.18228 -7.13371
C -0.94092 0.07036 1.70088
H 3.39456 1.50951 0.75073
H -0.86730 -4.21514 3.16127
C 3.05799 -1.07986 -5.64805
H 0.09368 2.07211 -3.93594
C 0.68793 0.91234 4.41421
C -3.60865 -3.01251 3.71844
H 4.35318 -2.94810 0.81436
C 1.75654 -0.71333 0.56723
H -3.55193 -5.14565 6.36364
C 2.66974 -2.31828 4.59100
C -3.97737 -4.07355 4.53579
H 2.90304 1.17748 2.43150
C 1.85671 -3.17908 3.85494
O -0.26558 2.26018 1.19874
H -0.04377 -1.74133 -7.88973
H -1.44390 5.89431 -2.61492
C 0.83656 -1.55972 -0.09935
H 2.19684 2.56719 1.56757
H 2.17727 -2.66227 -8.55929
H 2.12722 -4.23568 3.75661
H -5.08631 4.63869 -1.91131
H -1.97691 0.80188 -2.37355
C -0.15588 -3.70802 2.49147
N -2.99832 -0.59385 2.32370
C 1.64194 -0.05695 -3.87338
C 0.01652 2.87062 -3.19290
C -1.84673 0.60402 -1.30204
C -2.69185 1.54484 -0.50581
C -4.50317 4.84903 -1.00357
C 0.70878 -0.81248 -6.07675
H 3.81355 -0.59901 1.29835
C 3.36922 -2.56466 0.54015
O 2.35105 2.93305 -6.38407
H 0.48493 -3.45941 -1.03801
C -2.48241 -2.22926 4.05018
C 0.64195 3.73598 -1.01338
C 2.53757 1.52839 1.44294
C 0.82539 -1.58707 -7.24639
H -0.37207 0.96979 4.70731
C 1.64867 0.64481 -2.84963
H -0.19459 5.62713 -0.45902
H 0.49513 -4.48168 2.05956
C 2.31262 -0.97426 4.69468
H -0.99370 -1.76243 5.56598
C 2.45486 -3.36404 -0.14667
N -2.26639 0.29157 1.55664
H -3.66514 5.49734 -1.29930
C -4.14327 1.90909 3.03774
C -0.13102 4.86252 -1.23642
C 1.78050 -0.72940 -5.14163
C 0.35992 -1.36236 3.35379
H -3.32017 2.20978 3.70021
O 0.93833 1.48936 -9.61415
C 3.91303 -2.81960 5.27166
H 4.81341 -2.32110 4.88232
C 0.06246 1.04455 1.24664
H -4.91267 3.99409 1.55045
C -0.83572 5.00513 -2.43948
C 3.05838 -1.24481 0.83860
C 1.45397 0.64287 0.92844
H -0.77771 0.75746 -1.08693
Cr 2.23925 0.02593 -7.26319
H -0.13116 -1.14239 -0.40206
H 1.28316 1.30624 5.25341
H -1.30579 4.10591 -4.35798
C -3.27268 -4.30737 5.72640
C 1.64553 1.58448 -1.84449
C 3.75599 0.53031 -8.30637
C 2.29851 1.78320 -6.58466
H 2.94641 -0.28202 5.25629
C 1.31661 0.84342 -8.72157
C -0.75450 4.00676 -3.41900
C -2.21637 -3.46982 6.11442
H -3.05616 2.85956 -2.15534
C 3.19693 -1.83883 -6.82422
C 0.68618 -2.72008 3.23816
H 2.45675 1.64822 -1.11366
O 4.55596 0.99619 -9.01482
C -3.25002 2.67614 -1.09912
H -0.71824 -3.25021 1.66970
H -5.01160 2.52026 3.30654
C -2.12014 -1.25113 3.03912
H -4.81121 -4.70879 4.23622
C -1.81841 -2.42314 5.28454
C 1.11996 -0.49316 4.13760
N -0.81775 -0.86285 2.71287
C -3.81680 2.14913 1.60220
H 4.02280 -3.89969 5.11704
C -4.30190 3.29502 0.97393
H 0.85239 1.58069 3.55585
H 3.87470 -2.62370 6.35367
H -4.38303 0.86092 3.23257
H -1.69083 -3.63226 7.06098
H 1.15888 3.60315 -0.06593
C 2.07244 -2.10606 -7.62177
C 1.19530 -2.85472 -0.46919
C -4.00867 3.58588 -0.36070
H 2.72924 -4.37371 -0.44984
*
```



# C53H47IrN6O3Sb

A structure of composition C53H47IrN6O3Sb (ωB97M-V/def2-TZVPD, the Open Molecules 2025 dataset).

Output
<S²> = 0.754
LUMO energy (alpha / beta) = -5.576 / -7.389 eV
orbital gap (alpha / beta) = 6.3 / 4.5 eV

ORCA input file:
```
! RIJCOSX wB97M-V def2-TZVPD def2/J DEFGRID3
* xyz 2 2
H -6.61480 6.22352 -3.35132
C 2.04927 -2.12538 5.22192
N 0.83223 0.20716 -4.31269
O -3.49762 2.38279 0.12547
H 3.53952 -2.07852 2.53094
H 0.22853 -4.07096 2.45864
H 1.81147 -4.54255 -7.53305
H -2.08664 5.54087 4.71210
C 4.29759 -1.29672 2.59416
C 2.17995 -3.18151 -1.58931
H 0.97809 -3.97212 7.83690
H 1.94997 -4.74865 -9.84655
H 4.88208 -1.47651 3.49845
C 4.60192 1.17904 2.53922
O 2.97553 -2.98687 -9.43187
H -0.67611 1.49898 6.22983
C 4.14416 2.48600 2.51173
C 2.43493 -1.23040 -8.01341
C 2.35710 0.38370 2.63944
H -1.09329 -3.94332 6.51733
C -4.97368 3.69771 -1.81488
C -5.72493 4.36295 -2.77097
C 2.24610 -1.81139 -1.37371
H -5.81548 7.43610 -1.35253
C 1.84111 -1.30192 -0.15279
H 0.47743 4.74372 -1.86658
H 2.98867 -2.77110 7.03693
C 0.71023 -1.04371 -4.71435
H -1.53309 -3.18674 3.18308
C -2.36497 -1.28596 0.85688
H -2.84892 -1.29187 1.82389
N -1.87886 -0.12475 0.44142
H -0.96633 -0.01298 5.35604
H 0.54283 0.88454 5.11693
H -2.34276 6.01750 3.01034
C -6.02533 5.70672 -2.60575
H 2.89012 -0.57462 -8.74259
H -2.68043 -3.36696 0.46181
H 5.66772 0.98595 2.51166
H 3.45898 -4.44186 -10.73365
H -1.19138 3.51604 5.20351
C -1.16228 1.73721 4.14537
C 2.97077 -4.36997 -9.76757
C 2.41438 -2.60613 -8.27646
H 2.61184 -1.14638 -2.14618
N -1.00719 2.23825 -0.25069
C -2.26276 -2.44438 0.08478
C -1.26522 -0.06200 -0.76071
C -0.27941 -2.78445 4.91568
C -1.64527 -2.39679 -1.14291
C 1.71754 -4.02578 -0.59070
H 0.85015 -3.67265 -5.49090
C 0.13536 0.28231 -3.14500
C 2.08652 -2.78583 6.44091
H -0.33227 -2.73159 -3.96984
H -6.08055 3.83152 -3.64340
C -0.21121 -3.44368 6.13714
H 1.67844 -5.09378 -0.76875
C -0.04206 1.42660 -2.30241
N -0.04127 -1.77960 -3.83114
C -4.51998 4.38096 -0.68899
C -0.75641 1.22417 -1.12156
H -4.47591 6.25205 0.35602
C 0.88678 -2.16096 4.45907
C 1.88850 1.69892 2.59095
C -1.12079 -1.17666 -1.60119
O -1.40838 0.98374 3.07029
H 0.40027 -5.38037 1.28822
C 2.78169 2.75393 2.53161
C -1.58264 -2.71104 4.16723
C 1.28068 -2.96736 -6.19328
C 0.42936 2.72113 -2.57541
C 0.95807 -3.45414 6.88749
C 1.31293 -3.53949 0.65209
H 2.49807 -3.59555 -2.53756
H 4.85543 3.30006 2.46911
C -2.56536 5.27467 3.77353
Sb 0.89340 -1.12595 2.63201
C -2.13808 3.91234 3.33282
C -3.71010 3.66884 0.32108
Ir -2.06177 1.72807 1.35693
H 3.53040 -4.95261 -9.03325
H 4.96903 -1.43261 1.74565
C 1.88085 -0.73768 -6.85804
H -0.84900 4.24021 0.17311
H 1.89146 0.32448 -6.65701
C 0.14974 3.73015 -1.68665
C 1.38906 -2.15846 0.85634
H 0.98963 2.90046 -3.48325
H 1.89930 -0.23155 0.01970
H -1.88477 -1.67020 4.01894
C -5.57601 6.38938 -1.48188
H 1.77535 -4.87252 2.25723
H 2.42098 3.77345 2.50229
C -0.58273 3.46126 -0.52808
C 1.83391 -3.47816 -7.35525
C -0.41853 -0.94100 -2.81512
C -0.53437 0.98660 5.28196
H 0.82126 1.88822 2.59042
H -1.56086 -3.29236 -1.74475
C -1.43984 3.06067 4.25558
C 0.89551 -4.51173 1.71843
N -2.46292 3.49213 2.14193
C 1.29020 -1.60208 -5.92748
H -2.37387 -3.20836 4.72501
N -3.23926 4.31948 1.33773
H -3.64822 5.28749 3.91136
C -4.82563 5.73143 -0.52422
H 2.92279 -1.58668 4.87730
C 3.72512 0.09602 2.59520
H -4.74082 2.64838 -1.93344
*
```



# C53H48Cl3GeN5O6PTi

A structure of composition C53H48Cl3GeN5O6PTi (ωB97M-V/def2-TZVPD, the Open Molecules 2025 dataset).

Output
<S²> = 0.754
LUMO energy (alpha / beta) = -5.730 / -6.414 eV
orbital gap (alpha / beta) = 6.7 / 6.0 eV

ORCA input file:
```
! RIJCOSX wB97M-V def2-TZVPD def2/J DEFGRID3
* xyz 2 2
C 0.57943 3.03661 1.22549
H 0.27099 5.89008 3.08511
C 2.07064 2.66810 -0.74406
C -0.60502 -1.36502 4.69013
C -3.43073 5.24541 -0.25389
H 0.36184 4.95223 -1.57992
O -3.65104 -2.92099 0.81114
H -3.68059 6.29729 -0.29404
H 2.95346 5.05529 -0.11324
C -2.50471 -1.21695 3.11659
H 2.91828 1.61892 -2.73107
H -5.27020 -0.03806 1.20318
H -3.17919 3.15620 4.26321
C -0.23775 -0.93316 2.29282
C 1.29014 -1.74377 6.31085
H -3.06821 -0.77904 0.43517
Cl -0.63030 -5.80401 -0.83644
H -5.79240 2.36615 1.39474
N -3.94740 -3.71049 -0.08319
N -1.64281 2.47955 3.05748
H -2.80582 -1.68648 2.18836
C -2.81948 2.20140 3.88224
C -4.84094 2.03359 0.99617
H 3.38483 6.90692 1.97766
C 1.14729 -0.96278 2.57761
H 1.37008 0.86290 -3.12882
H 3.74372 0.31408 -0.27830
H 1.96313 -1.19707 -2.23426
C -2.73437 2.53264 -0.11760
H -4.58835 -0.54089 -3.93529
N 1.51239 1.60792 -1.18177
C 1.88057 4.90409 -4.59960
C -3.21286 -3.59751 -1.35425
C 0.61904 4.60986 -2.57333
C 2.15305 4.74459 0.55217
C -2.00695 3.43514 -0.94523
H -4.40792 -1.04611 3.53747
C 2.12914 -0.87298 1.51209
C -2.52380 1.22490 5.03439
H -2.64873 1.73820 5.98872
H -5.26472 1.05734 -5.70139
Cl 2.33104 -3.96478 -0.70741
Ge 0.29187 -4.05216 -0.01587
C -4.45964 1.30569 -5.02276
C -2.77390 -4.35974 -3.56566
C 1.59820 -1.21697 3.85935
C 2.12975 0.96287 -2.35497
C -4.07968 0.40961 -4.03568
C -3.45000 0.01099 5.09479
C -3.26914 0.28230 0.43365
C 1.53103 5.33518 -3.32773
C 1.31473 3.74646 -5.11777
H 1.57938 3.40977 -6.11123
H -3.20129 -0.61386 5.95165
H 1.82615 7.58685 2.43621
H -2.96684 -5.04556 -4.37854
H -1.29936 -1.57190 5.49569
H 2.58537 5.47348 -5.19068
H 0.49537 -1.80055 7.05283
P -1.07219 2.41210 -2.10748
C 0.04167 3.44955 -3.08899
Ti -0.20795 0.55359 -0.35343
O -0.41272 -0.66660 -1.70837
C -2.32374 1.16099 -0.03887
C -3.93081 2.99088 0.48032
H -1.27008 -3.24350 -4.63495
H -1.31783 1.77757 2.38635
H 1.81068 -2.70221 6.30630
C 2.33912 6.99468 1.68086
C -4.22075 4.37914 0.44896
C -1.10909 -1.12719 3.39525
H 3.14074 -1.18563 1.78948
O -0.70508 -0.74062 1.09302
H -2.06498 -1.93884 -0.64111
C 0.40149 3.02185 -4.36848
C 1.70735 5.63892 1.53026
C -2.26302 -2.60403 -1.46656
O 0.08663 1.83678 1.13640
C -3.04463 0.72842 -3.16913
C -1.56965 -2.48107 -2.66245
H -1.86470 5.42349 -1.72415
N 1.89815 -0.48750 0.32359
H -3.58372 1.81308 3.20828
O 0.06002 -1.17330 -3.82520
H 2.30911 7.54884 0.74230
H -4.23477 -5.25192 -2.24473
Cl 0.31804 -4.26178 2.13443
C 0.66599 5.21856 2.33001
C 2.68911 -0.41994 -2.00845
C -2.37763 1.94391 -3.28659
C 3.08925 -0.51823 -0.55643
N -3.48167 -0.81571 3.87308
H 2.95244 3.04375 -1.26616
H 1.96032 6.24452 -2.92667
C -2.35582 4.75625 -1.02913
H 2.67036 -1.28118 4.01954
H 3.63886 -1.44184 -0.37844
H -4.47802 0.34171 5.23904
H -1.48033 0.92040 4.99379
C -3.48625 -4.48452 -2.37978
H 3.55608 -0.61040 -2.64136
C -1.82300 -3.35880 -3.71201
C -1.00775 3.60755 3.04486
H -2.27537 3.80365 -4.37453
H -1.36667 4.36866 3.73316
C -2.77426 2.84768 -4.27321
H 2.00295 -0.98560 6.63640
C 0.74310 -1.42482 4.94818
C -0.58015 -1.37239 -2.82782
C -3.80871 2.52735 -5.13654
C 0.09390 3.93860 2.20456
H -2.77954 0.03901 -2.38243
C 1.60421 3.48267 0.36825
O -4.79754 -4.55497 0.01328
H -5.11289 4.73929 0.94788
H -0.04213 2.12471 -4.78675
H -4.10723 3.23328 -5.89991
C -4.53768 0.70553 0.90535
*
```



# C53H49BrLaN5O6P2S2

A structure of composition C53H49BrLaN5O6P2S2 in a non-equilibrium geometry (ωB97M-V/def2-TZVPD, the Open Molecules 2025 dataset).

Output
LUMO energy = 3.776 eV
orbital gap = 5.4 eV

ORCA input file:
```
! RIJCOSX wB97M-V def2-TZVPD def2/J DEFGRID3
* xyz -2 1
C -3.04648 -2.23186 -5.34927
H 7.03508 -1.57792 2.79721
O 2.01837 1.90025 -1.03431
C 0.76816 -1.37767 -4.22103
C -0.38748 0.78930 -3.41390
C -0.05843 4.57382 4.26033
H -1.99029 -1.81801 1.41294
H -2.84995 -2.41169 -6.40018
H -5.66546 4.68649 -3.86198
C 3.89252 -0.46271 3.53098
H 1.77270 -3.29289 -0.50140
C 1.12402 -7.99855 -0.20119
C -4.45526 1.54891 -3.37922
C -1.30495 6.32075 2.52452
N -2.14500 1.43097 4.52227
C 0.13993 -4.11783 4.18487
O -0.32786 4.49927 -1.14410
H 1.70253 -3.01969 1.40076
C -1.13632 -4.68631 2.22812
C 0.30479 -0.53518 -3.23213
C -2.55194 1.02658 0.92363
H 0.31888 -9.84537 -0.96028
H -2.94245 3.05568 5.59867
C -1.41851 6.53700 3.89729
P -1.94229 0.54469 -2.41208
N -2.90104 -0.25406 0.62724
H 0.44087 3.88740 4.93802
H -6.37231 2.30746 -3.96540
N 0.31260 -1.15977 -1.99523
H -2.02707 -6.32046 -1.65891
C -4.95876 3.89413 -3.64108
H -2.01781 -5.13214 1.77464
La 0.59958 0.59362 0.01565
C -0.78121 5.65012 4.75978
C -4.33620 2.17771 4.16734
S -2.38702 -1.25529 4.16259
H -2.93017 3.56764 1.70328
H 1.15455 0.41179 5.34110
C -2.89069 0.33470 4.31398
C 0.17440 -8.77531 -0.86020
C -0.16764 -4.09737 1.40296
P -0.51735 -4.19235 -0.40786
H 3.58137 0.02085 5.61554
H -0.50184 5.10424 0.94630
H -4.38508 -3.90626 -5.15640
C -4.14434 -2.83334 -3.30776
H 0.24318 -4.09855 5.26425
H -1.82409 -1.70489 -0.23974
H -1.74322 -5.16037 4.22942
H -4.12636 3.80852 0.39503
O 2.22838 3.85963 -2.11271
H 6.03866 -1.59223 0.50894
C 1.09870 -3.52601 3.38118
C 6.00730 -1.26118 2.65446
H 0.85487 -1.13876 -5.27352
C 5.24473 -0.84907 3.70997
H -1.73298 3.45672 -2.72646
C 0.07220 4.33528 2.87315
C 1.88229 -0.21132 2.04703
H -4.87120 0.08462 3.94250
H 1.49359 -3.49317 -4.03648
C 5.44538 -1.27753 1.35960
C -5.35457 2.56380 -3.68850
Br 3.51454 -0.97786 -0.63383
C 1.18299 0.04423 3.20658
S 1.02042 2.98063 2.31572
H 5.65664 -0.82773 4.71603
H 2.00963 -8.46579 0.21309
C -2.42839 -1.16556 -4.70971
C -3.21080 3.29928 0.68854
C -2.65152 -0.90403 -3.35783
C -0.98167 -4.70555 3.60444
C 4.14736 -0.89508 1.18076
H -1.70117 -8.77335 -1.90212
C -3.12919 1.83588 -3.02933
C -3.91009 -3.07038 -4.65319
C 0.79422 -2.43145 -2.23972
H -4.79451 0.52333 -3.42610
N -1.85751 -1.18783 0.63146
H -3.31748 5.23021 -3.25729
O -0.61030 2.29777 -0.89225
C 1.77064 0.14800 4.48581
H -1.98276 7.37956 4.28056
H 1.67681 -6.03354 0.45613
H -3.70996 -1.60186 -1.62418
H 1.38462 -4.38185 -1.82266
H -0.60185 0.99125 -4.46015
H -1.78773 7.00878 1.83624
H -2.53065 3.42276 3.92826
O -1.53114 1.28870 1.53582
C 1.09388 -2.59381 -3.58089
C -0.95793 -8.17360 -1.38687
C -0.57812 5.24977 2.01736
C 1.60141 3.06176 -1.45674
C 1.01163 -3.53812 -1.24641
H -4.56953 2.44743 3.13545
C 0.94394 -3.51288 1.99630
C 0.93541 -6.63119 -0.06454
H -4.80969 -3.47626 -2.74267
H -3.67005 -0.38142 0.00243
O -3.51912 1.88334 0.59238
H -0.84980 5.79848 5.83289
C -1.14308 -6.79934 -1.24750
C -3.64618 4.19681 -3.30265
H -1.17193 1.47118 4.24466
H -1.77075 -0.52640 -5.28247
C 0.10280 3.36196 -1.11476
C -2.74400 3.18357 -3.00170
N -4.20073 0.72631 4.32281
C 3.27683 -0.49157 2.23693
H 0.10450 0.14506 3.15132
H -5.11381 2.57238 4.81820
H 1.96749 -3.05243 3.82539
H 0.19349 1.62163 -3.03564
C 3.10550 -0.07645 4.64452
H -2.39806 3.55688 0.02395
C -3.51069 -1.76657 -2.67670
C -2.94046 2.65967 4.58153
C -0.20294 -6.01263 -0.58533
*
```